No. 1
Density functional theory data (ωB97M-V/def2-TZVPD) for a 5-piece molecular cluster, C56H56BFO25 overall in a non-equilibrium geometry.

LUMO level ... -1.6 eV
Highest occupied orbital energy ... -9.348 eV
Maximum force ... 2.409 eV Å⁻¹
Kohn-Sham gap ... 7.8 eV

Last column: Löwdin charge in e.
Geometry (Å):
C (2.892, -1.158, 11.602)  -0.12
O (2.022, -2.100, 10.974)  -0.21
C (0.790, -2.147, 11.707)  -0.23
C (-0.199, -1.093, 11.167)  -0.18
C (-0.639, -1.456, 9.705)  -0.18
C (0.267, -0.689, 8.695)  -0.18
C (0.730, -1.594, 7.482)  -0.18
C (0.315, -0.911, 6.148)  -0.20
C (1.028, -1.513, 4.906)  -0.19
C (1.098, -3.071, 4.893)  -0.18
C (-0.242, -3.794, 5.172)  -0.18
C (-1.101, -4.054, 3.897)  -0.13
C (-1.398, -2.787, 3.107)  -0.15
C (-0.713, -2.551, 1.907)  0.03
C (-0.911, -1.399, 1.167)  -0.06
C (-1.828, -0.447, 1.628)  0.01
C (-2.513, -0.671, 2.813)  -0.16
F (-3.367, 0.249, 3.274)  0.12
C (-2.316, -1.829, 3.574)  -0.08
C (-3.115, -1.918, 4.875)  -0.09
O (-4.532, -2.163, 4.700)  -0.01
C (-4.851, -2.762, 3.495)  -0.50
C (-4.678, -4.279, 3.367)  0.02
O (-5.301, -2.135, 2.573)  0.14
C (-1.996, 0.818, 0.798)  -0.22
O (-2.371, 1.824, 1.368)  0.10
C (-1.689, 0.724, -0.679)  -0.01
C (-2.349, 1.597, -1.563)  -0.13
C (-3.369, 2.633, -1.110)  -0.10
C (-2.704, 3.954, -0.653)  -0.15
O (-1.923, 4.503, -1.744)  -0.02
C (-0.599, 4.556, -1.462)  -0.32
O (0.204, 4.636, -2.359)  0.07
C (-2.084, 1.537, -2.939)  0.01
C (-1.188, 0.579, -3.396)  0.01
C (-0.542, -0.325, -2.543)  0.00
B (0.422, -1.400, -3.205)  -0.56
O (-0.084, -2.122, -4.308)  0.13
O (1.709, -1.641, -2.823)  0.05
C (2.179, -2.959, -3.122)  -0.06
C (-0.770, -0.254, -1.158)  -0.01
C (-0.119, -1.136, -0.114)  -0.24
O (0.986, -1.625, -0.186)  0.14
H (3.663, -0.848, 10.882)  0.09
H (3.370, -1.652, 12.468)  0.09
H (2.364, -0.247, 11.930)  0.08
H (0.958, -1.955, 12.783)  0.12
H (0.404, -3.169, 11.561)  0.12
H (-1.079, -0.995, 11.828)  0.11
H (0.258, -0.089, 11.129)  0.10
H (-0.565, -2.546, 9.564)  0.10
H (-1.704, -1.198, 9.591)  0.11
H (1.191, -0.320, 9.157)  0.10
H (-0.325, 0.129, 8.254)  0.09
H (0.162, -2.532, 7.592)  0.09
H (1.805, -1.814, 7.538)  0.12
H (0.527, 0.167, 6.214)  0.10
H (-0.765, -1.092, 6.001)  0.09
H (2.080, -1.169, 4.970)  0.11
H (0.641, -1.125, 3.952)  0.09
H (1.580, -3.401, 3.958)  0.11
H (1.783, -3.352, 5.713)  0.10
H (0.000, -4.781, 5.604)  0.12
H (-0.878, -3.287, 5.909)  0.08
H (-0.549, -4.766, 3.265)  0.12
H (-2.044, -4.532, 4.195)  0.09
H (-0.005, -3.323, 1.592)  0.13
H (-2.718, -2.657, 5.582)  0.12
H (-3.036, -0.927, 5.351)  0.13
H (-5.698, -4.703, 3.394)  0.10
H (-4.247, -4.552, 2.397)  0.10
H (-4.145, -4.723, 4.217)  0.07
H (-4.057, 2.913, -1.928)  0.12
H (-4.024, 2.242, -0.317)  0.13
H (-3.449, 4.706, -0.362)  0.14
H (-2.032, 3.680, 0.170)  0.08
H (-0.228, 4.544, -0.418)  0.16
H (-2.562, 2.205, -3.656)  0.13
H (-0.972, 0.516, -4.465)  0.09
H (-0.776, -2.735, -4.035)  0.11
H (2.563, -3.018, -4.150)  0.10
H (1.402, -3.726, -2.975)  0.09
H (2.998, -3.235, -2.438)  0.10
C (6.556, 4.649, -2.485)  0.07
C (5.958, 4.087, -3.542)  -0.24
C (4.467, 4.097, -3.699)  -0.31
O (3.980, 3.587, -4.690)  0.11
C (3.669, 4.718, -2.648)  0.08
C (4.268, 5.277, -1.591)  -0.23
C (5.759, 5.290, -1.446)  -0.32
O (6.251, 5.829, -0.471)  0.10
O (3.573, 5.855, -0.604)  0.10
O (6.651, 3.488, -4.513)  0.11
H (7.629, 4.650, -2.361)  0.13
H (2.592, 4.705, -2.763)  0.11
H (4.240, 6.178, 0.031)  0.12
H (5.985, 3.170, -5.152)  0.12
C (-1.205, 3.702, 4.347)  0.09
C (-0.626, 3.567, 5.546)  -0.23
C (0.235, 4.647, 6.129)  -0.31
O (0.722, 4.479, 7.231)  0.11
C (0.455, 5.853, 5.339)  0.08
C (-0.121, 5.986, 4.139)  -0.23
C (-1.005, 4.918, 3.569)  -0.30
O (-1.520, 5.094, 2.481)  0.10
O (0.056, 7.074, 3.384)  0.11
O (-0.782, 2.469, 6.291)  0.09
H (-1.831, 2.931, 3.916)  0.13
H (1.092, 6.617, 5.762)  0.14
H (-0.466, 6.921, 2.574)  0.12
H (-0.266, 2.627, 7.104)  0.11
C (-1.027, -0.435, -8.530)  0.08
C (-1.636, -1.008, -9.577)  -0.21
C (-3.129, -0.999, -9.718)  -0.31
O (-3.629, -1.517, -10.698)  0.11
C (-3.915, -0.369, -8.664)  0.08
C (-3.305, 0.199, -7.618)  -0.23
C (-1.811, 0.213, -7.491)  -0.30
O (-1.309, 0.761, -6.526)  0.09
O (-3.988, 0.783, -6.631)  0.11
O (-0.951, -1.615, -10.551)  0.07
H (0.049, -0.433, -8.417)  0.14
H (-4.991, -0.384, -8.767)  0.14
H (-3.317, 1.113, -6.004)  0.11
H (-1.624, -1.938, -11.179)  0.13
C (3.675, -2.826, -13.873)  0.07
C (3.065, -3.397, -14.919)  -0.24
C (1.572, -3.388, -15.060)  -0.32
O (1.073, -3.906, -16.042)  0.11
C (0.787, -2.759, -14.007)  0.08
C (1.395, -2.191, -12.958)  -0.21
C (2.890, -2.177, -12.831)  -0.31
O (3.391, -1.631, -11.866)  0.11
O (0.709, -1.607, -11.971)  0.07
O (3.747, -4.003, -15.893)  0.11
H (4.750, -2.825, -13.762)  0.14
H (-0.289, -2.775, -14.113)  0.13
H (1.383, -1.279, -11.346)  0.13
H (3.075, -4.327, -16.523)  0.12

=====

No. 2
Density functional theory data (ωB97M-V/def2-TZVPD) for C56H56InO3P2SSi2 as an isolated structure in a non-equilibrium geometry.

LUMO level ... -2.6 eV
Highest occupied orbital energy ... -10.174 eV
Charge ... +1
Maximum force ... 1.739 eV Å⁻¹
Relative energy (zero: lowest compared OMol25 entry of this formula, charge and spin) ... 47.2 kcal/mol
Kohn-Sham gap ... 7.6 eV

Last column: Löwdin charge in e.
Geometry (Å):
In (-0.042, -2.003, 0.228)  0.92
O (1.444, -0.002, 0.651)  -0.63
S (0.572, 1.233, 0.613)  0.96
C (1.592, 2.487, -0.181)  -0.32
C (2.734, 2.875, 0.475)  -0.05
C (3.491, 3.990, 0.080)  0.00
C (3.037, 4.744, -0.966)  -0.14
C (3.552, 6.023, -1.576)  -0.09
C (2.565, 6.343, -2.727)  -0.09
C (1.581, 5.203, -2.721)  -0.15
C (0.519, 4.911, -3.529)  0.01
C (-0.169, 3.704, -3.321)  -0.06
C (0.125, 2.812, -2.308)  -0.30
P (-0.647, 1.122, -2.410)  1.11
C (-2.430, 1.547, -2.456)  -0.35
C (-2.927, 2.670, -1.796)  -0.09
C (-4.288, 2.938, -1.791)  -0.07
C (-5.169, 2.087, -2.441)  -0.07
C (-4.688, 0.945, -3.064)  -0.07
C (-3.330, 0.665, -3.054)  -0.15
C (-0.180, 0.800, -4.168)  -0.36
C (-1.001, 0.855, -5.288)  -0.09
C (-0.463, 0.665, -6.556)  -0.07
C (0.891, 0.423, -6.715)  -0.08
C (1.716, 0.355, -5.599)  -0.07
C (1.180, 0.531, -4.336)  -0.13
C (1.159, 3.149, -1.376)  -0.14
C (1.894, 4.320, -1.673)  -0.08
C (0.521, 1.968, 2.272)  -0.30
C (0.109, 3.285, 2.245)  -0.07
C (0.085, 4.110, 3.379)  0.00
C (0.524, 3.580, 4.559)  -0.14
C (0.693, 4.199, 5.921)  -0.09
C (1.140, 3.032, 6.834)  -0.09
C (1.247, 1.844, 5.915)  -0.14
C (1.586, 0.544, 6.159)  0.01
C (1.481, -0.373, 5.103)  -0.06
C (1.095, -0.039, 3.818)  -0.25
P (0.718, -1.539, 2.807)  1.11
C (-0.663, -2.155, 3.834)  -0.36
C (-0.603, -3.107, 4.842)  -0.08
C (-1.752, -3.429, 5.554)  -0.06
C (-2.952, -2.799, 5.270)  -0.07
C (-3.013, -1.836, 4.270)  -0.06
C (-1.874, -1.522, 3.552)  -0.11
C (2.237, -2.501, 3.060)  -0.35
C (3.439, -1.814, 2.871)  -0.08
C (4.648, -2.478, 2.979)  -0.06
C (4.671, -3.835, 3.269)  -0.06
C (3.481, -4.525, 3.437)  -0.06
C (2.266, -3.867, 3.326)  -0.09
C (0.834, 1.330, 3.504)  -0.11
C (0.879, 2.217, 4.609)  -0.07
H (3.038, 2.326, 1.359)  0.12
H (4.379, 4.258, 0.638)  0.12
H (4.570, 5.889, -1.944)  0.12
H (3.581, 6.823, -0.835)  0.12
H (3.072, 6.412, -3.690)  0.12
H (2.056, 7.294, -2.565)  0.12
H (0.230, 5.557, -4.350)  0.12
H (-0.950, 3.443, -4.025)  0.11
H (-2.249, 3.348, -1.293)  0.10
H (-4.654, 3.819, -1.280)  0.11
H (-6.227, 2.312, -2.456)  0.11
H (-5.373, 0.270, -3.560)  0.11
H (-2.966, -0.245, -3.516)  0.03
H (-2.059, 1.061, -5.191)  0.10
H (-1.109, 0.723, -7.423)  0.11
H (1.306, 0.293, -7.706)  0.11
H (2.776, 0.169, -5.720)  0.11
H (1.821, 0.480, -3.459)  0.10
H (-0.172, 3.720, 1.292)  0.12
H (-0.242, 5.138, 3.293)  0.12
H (-0.238, 4.651, 6.264)  0.12
H (1.439, 4.995, 5.888)  0.12
H (0.407, 2.834, 7.617)  0.13
H (2.092, 3.238, 7.325)  0.12
H (1.887, 0.202, 7.141)  0.12
H (1.687, -1.413, 5.325)  0.11
H (0.332, -3.594, 5.088)  0.10
H (-1.702, -4.174, 6.337)  0.11
H (-3.843, -3.052, 5.829)  0.11
H (-3.949, -1.340, 4.051)  0.11
H (-1.912, -0.773, 2.765)  0.10
H (3.417, -0.755, 2.641)  0.11
H (5.575, -1.937, 2.838)  0.11
H (5.617, -4.353, 3.357)  0.11
H (3.496, -5.586, 3.650)  0.11
H (1.347, -4.421, 3.445)  0.09
O (-1.314, -3.628, 1.375)  -0.11
C (-0.356, -4.422, 1.248)  -0.52
O (0.749, -4.116, 0.725)  -0.10
H (-0.483, -5.456, 1.613)  0.16
C (-3.610, -2.074, -3.270)  -0.17
Si (-2.778, -2.578, -1.639)  0.46
C (-3.207, -4.370, -1.263)  -0.15
C (-3.388, -1.477, -0.225)  -0.17
C (-0.914, -2.238, -1.822)  -0.41
Si (0.219, -3.345, -2.886)  0.44
C (1.945, -2.577, -2.829)  -0.15
C (0.303, -5.152, -2.374)  -0.16
C (-0.500, -3.235, -4.630)  -0.16
H (-4.513, -1.493, -3.068)  0.02
H (-3.910, -2.959, -3.833)  0.05
H (-2.958, -1.480, -3.914)  0.01
H (-4.291, -4.504, -1.286)  0.04
H (-2.858, -4.647, -0.269)  0.02
H (-2.773, -5.058, -1.989)  0.02
H (-3.075, -1.921, 0.727)  0.01
H (-4.477, -1.393, -0.209)  0.04
H (-2.975, -0.467, -0.295)  0.02
H (-0.792, -1.209, -2.176)  -0.09
H (2.270, -2.466, -1.788)  0.02
H (1.954, -1.592, -3.297)  0.00
H (2.685, -3.198, -3.337)  0.04
H (0.824, -5.269, -1.424)  0.02
H (0.844, -5.726, -3.129)  0.04
H (-0.690, -5.591, -2.272)  0.02
H (-0.592, -2.196, -4.956)  0.02
H (-1.486, -3.701, -4.685)  0.03
H (0.152, -3.753, -5.337)  0.04

=====

No. 3
Density functional theory data (ωB97M-V/def2-TZVPD) for C56H59BeN3O2P2 as an isolated structure.

LUMO level ... -0.3 eV
Highest occupied orbital energy ... -7.985 eV
Maximum force ... 0.449 eV Å⁻¹
Relative energy (zero: lowest compared OMol25 entry of this formula, charge and spin) ... 45.4 kcal/mol
Kohn-Sham gap ... 7.7 eV

Last column: Löwdin charge in e.
Geometry (Å):
Be (0.866, 0.004, 0.904)  0.27
C (5.242, 1.008, 0.179)  -0.05
C (4.185, 1.867, -0.523)  -0.37
C (4.823, 2.714, -1.623)  -0.06
C (3.436, 2.710, 0.491)  -0.13
C (4.118, 3.735, 1.133)  -0.04
C (3.524, 4.487, 2.133)  -0.07
C (2.221, 4.220, 2.503)  -0.04
C (1.491, 3.217, 1.871)  -0.14
C (0.061, 2.965, 2.312)  -0.38
C (0.019, 2.266, 3.674)  -0.04
C (-0.759, 4.257, 2.331)  -0.05
C (2.104, 2.452, 0.862)  -0.14
N (1.389, 1.372, 0.283)  0.04
C (0.915, 1.500, -1.078)  -0.35
O (1.705, 2.275, -2.002)  0.00
C (0.714, 0.077, -1.578)  -0.14
C (0.890, -0.513, -2.814)  0.03
C (0.867, -1.911, -2.856)  -0.02
C (0.736, -2.686, -1.702)  0.03
C (0.569, -2.006, -0.509)  -0.11
N (0.494, -0.694, -0.535)  0.10
C (0.691, -2.468, 0.942)  -0.41
O (0.804, -3.646, 1.217)  0.08
N (0.737, -1.380, 1.767)  0.06
C (0.824, -1.595, 3.165)  -0.15
C (2.053, -1.353, 3.782)  -0.14
C (2.172, -1.560, 5.151)  -0.03
C (1.085, -1.969, 5.904)  -0.07
C (-0.141, -2.133, 5.285)  -0.04
C (-0.309, -1.944, 3.915)  -0.12
C (-1.747, -2.073, 3.403)  -0.35
C (-2.108, -3.494, 2.961)  -0.05
C (-2.185, -1.040, 2.353)  -0.09
C (3.263, -0.915, 2.967)  -0.37
C (4.154, -2.127, 2.682)  -0.04
C (4.051, 0.220, 3.621)  -0.06
H (5.742, 0.355, -0.539)  0.08
H (4.788, 0.384, 0.952)  0.05
H (6.001, 1.634, 0.653)  0.08
H (3.477, 1.189, -0.995)  0.11
H (5.628, 3.334, -1.227)  0.07
H (4.085, 3.362, -2.094)  0.07
H (5.254, 2.068, -2.391)  0.08
H (5.144, 3.941, 0.858)  0.11
H (4.080, 5.278, 2.622)  0.10
H (1.757, 4.804, 3.288)  0.11
H (-0.401, 2.290, 1.590)  0.08
H (0.577, 2.835, 4.421)  0.08
H (0.456, 1.265, 3.622)  0.07
H (-1.012, 2.163, 4.021)  0.07
H (-0.498, 4.883, 3.187)  0.08
H (-1.823, 4.032, 2.400)  0.04
H (-0.589, 4.846, 1.428)  0.09
H (1.081, 0.084, -3.693)  0.12
H (1.015, -2.407, -3.807)  0.12
H (0.815, -3.763, -1.717)  0.13
H (3.124, -1.403, 5.638)  0.11
H (1.185, -2.132, 6.969)  0.10
H (-1.006, -2.405, 5.878)  0.11
H (-2.355, -1.875, 4.291)  0.12
H (-1.594, -3.777, 2.045)  0.06
H (-3.184, -3.561, 2.790)  0.08
H (-1.837, -4.220, 3.727)  0.08
H (-1.827, -1.289, 1.354)  0.04
H (-1.827, -0.037, 2.597)  0.06
H (-3.276, -1.005, 2.305)  0.07
H (2.907, -0.534, 2.002)  0.10
H (4.543, -2.534, 3.618)  0.08
H (5.001, -1.853, 2.050)  0.07
H (3.588, -2.916, 2.185)  0.08
H (4.494, -0.086, 4.567)  0.07
H (3.412, 1.085, 3.806)  0.08
H (4.867, 0.540, 2.969)  0.06
C (-4.007, 2.209, -0.388)  -0.50
P (-2.533, 1.082, -0.327)  1.05
C (-3.199, -0.460, -1.062)  -0.37
C (-2.421, -1.253, -1.906)  -0.11
C (-2.872, -2.491, -2.337)  -0.07
C (-4.107, -2.969, -1.925)  -0.08
C (-4.886, -2.196, -1.076)  -0.08
C (-4.434, -0.958, -0.644)  -0.12
C (-1.563, 1.805, -1.716)  -0.33
C (-1.878, 1.746, -3.012)  -0.07
C (-1.006, 2.314, -4.050)  -0.06
C (0.132, 2.946, -3.760)  -0.02
C (0.581, 3.130, -2.343)  -0.21
C (-0.293, 2.451, -1.290)  -0.15
P (-5.064, 2.000, 1.128)  1.02
C (-6.664, 2.670, 0.519)  -0.37
C (-7.428, 3.537, 1.297)  -0.10
C (-8.687, 3.942, 0.880)  -0.08
C (-9.210, 3.480, -0.318)  -0.09
C (-8.469, 2.598, -1.091)  -0.09
C (-7.212, 2.191, -0.672)  -0.11
C (-4.481, 3.372, 2.185)  -0.42
C (-4.268, 3.098, 3.533)  -0.11
C (-3.899, 4.108, 4.412)  -0.08
C (-3.734, 5.401, 3.945)  -0.09
C (-3.935, 5.685, 2.599)  -0.09
C (-4.313, 4.679, 1.727)  -0.11
H (-4.592, 1.993, -1.282)  0.04
H (-3.633, 3.232, -0.461)  0.04
H (-1.452, -0.900, -2.238)  0.07
H (-2.253, -3.084, -2.998)  0.10
H (-4.457, -3.938, -2.255)  0.10
H (-5.846, -2.561, -0.736)  0.10
H (-5.049, -0.388, 0.043)  0.05
H (-2.791, 1.257, -3.332)  0.11
H (-1.313, 2.198, -5.082)  0.10
H (0.767, 3.347, -4.540)  0.11
H (0.832, 4.177, -2.144)  0.16
H (-0.427, 3.059, -0.394)  0.13
H (-7.036, 3.905, 2.237)  0.10
H (-9.260, 4.622, 1.496)  0.10
H (-10.188, 3.803, -0.646)  0.10
H (-8.873, 2.219, -2.020)  0.10
H (-6.660, 1.487, -1.283)  0.09
H (-4.394, 2.083, 3.891)  0.10
H (-3.739, 3.882, 5.458)  0.11
H (-3.447, 6.191, 4.626)  0.11
H (-3.803, 6.695, 2.233)  0.11
H (-4.493, 4.914, 0.684)  0.11

=====

The highest maximum force belongs to which entry?
C56H56BFO25